Entry 1:
{
  "formula": "C44H40Cl2Ge2N6O2STc",
  "method": "the ωB97M-V functional and the def2-TZVPD basis",
  "symbols": ["Tc", "Cl", "C", "C", "C", "N", "C", "O", "C", "C", "C", "C", "C", "N", "C", "C", "C", "Cl", "N", "C", "O", "C", "C", "C", "C", "C", "N", "H", "H", "H", "H", "H", "H", "H", "H", "H", "H", "C", "Ge", "C", "C", "Ge", "C", "C", "C", "C", "C", "C", "C", "C", "C", "C", "C", "C", "H", "H", "H", "H", "H", "H", "H", "H", "H", "H", "H", "H", "H", "H", "H", "H", "H", "H", "H", "C", "N", "C", "C", "N", "C", "S", "H", "H", "H", "H", "H", "H", "C", "C", "C", "C", "C", "C", "C", "H", "H", "H", "H", "H"],
  "coordinates": [[-0.25201, -0.11974, 0.27383], [-2.04796, 6.62105, -0.01488], [-1.42763, 5.18907, -0.74150], [-1.03480, 4.14195, 0.07726], [-0.53862, 2.95742, -0.45996], [-0.05788, 1.91484, 0.36153], [0.68199, 2.15458, 1.47710], [0.44572, 2.92003, 2.40595], [1.92705, 1.30479, 1.49521], [3.12363, 1.74873, 2.01972], [4.25449, 0.96358, 1.82720], [4.13847, -0.23611, 1.14369], [2.89164, -0.63396, 0.68808], [1.80999, 0.12567, 0.86444], [-0.44523, 2.83850, -1.85815], [-0.81411, 3.89995, -2.66739], [-1.32194, 5.07026, -2.12322], [-1.79992, 6.34391, -3.17187], [0.15201, 1.69308, -2.44315], [-0.48977, 0.60381, -2.38238], [0.06654, -0.56872, -2.70005], [-1.93291, 0.45661, -1.99485], [-2.96442, 0.74691, -2.86385], [-4.25824, 0.44017, -2.46573], [-4.46594, -0.15624, -1.23250], [-3.37900, -0.39038, -0.41004], [-2.13733, -0.06436, -0.77899], [-1.12258, 4.25336, 1.14723], [3.16190, 2.69758, 2.53608], [5.21561, 1.29054, 2.20106], [4.99547, -0.87052, 0.96781], [2.74390, -1.58913, 0.19832], [-0.70097, 3.81695, -3.73994], [-2.75471, 1.19167, -3.82686], [-5.09503, 0.65332, -3.11740], [-5.45573, -0.43612, -0.90214], [-3.49018, -0.85397, 0.55996], [1.21284, -2.52703, -4.56069], [1.39145, -0.66057, -4.05102], [0.83042, 0.56115, -5.44186], [3.03714, -0.20264, -3.12689], [-0.18934, -2.52205, -0.35902], [-1.87716, -3.36022, -0.83732], [-2.72456, -3.73462, 0.20734], [-3.98802, -4.24602, -0.05721], [-4.42631, -4.35998, -1.36934], [-3.59608, -3.97439, -2.41297], [-2.32512, -3.48113, -2.15098], [1.25444, -3.82120, -0.38796], [1.22160, -4.72828, 0.67386], [2.24562, -5.65002, 0.84236], [3.30588, -5.67929, -0.05207], [3.34580, -4.78355, -1.11158], [2.32926, -3.85253, -1.27412], [2.17022, -2.93533, -4.88690], [0.50449, -2.62857, -5.38236], [0.86337, -3.14016, -3.72927], [1.47854, 0.42973, -6.30979], [0.89382, 1.59699, -5.11654], [-0.18893, 0.33294, -5.75535], [3.87208, -0.17739, -3.82840], [3.27685, -0.92995, -2.35068], [2.93515, 0.78467, -2.67681], [-2.40855, -3.63976, 1.24387], [-4.62880, -4.55810, 0.75763], [-5.41088, -4.75656, -1.57944], [-3.93516, -4.07014, -3.43649], [-1.69349, -3.19137, -2.98435], [0.39480, -4.73805, 1.38031], [2.20783, -6.35394, 1.66337], [4.09785, -6.40579, 0.07211], [4.16745, -4.81463, -1.81556], [2.38293, -3.16197, -2.10549], [-4.07929, -0.00196, 5.01741], [-2.82123, 0.73256, 5.13914], [-2.29714, 1.21365, 6.31474], [-1.13182, 1.83723, 6.00984], [-0.97320, 1.72922, 4.65616], [-1.98912, 1.03993, 4.13498], [-2.24582, 0.73153, 2.42732], [-4.52231, -0.07297, 6.00585], [-3.88667, -0.99936, 4.63367], [-4.75898, 0.53196, 4.35872], [-2.80683, 1.08956, 7.25383], [-0.43100, 2.36443, 6.63193], [-0.26408, 2.19563, 4.07692], [-0.90037, -0.39766, 1.97914], [-0.61219, -1.44465, 2.98834], [-1.66586, -2.10428, 3.63190], [-1.41278, -3.12340, 4.53635], [-0.10470, -3.48095, 4.83378], [0.94668, -2.82555, 4.20916], [0.69817, -1.82395, 3.28353], [-2.68743, -1.84424, 3.38574], [-2.23621, -3.64156, 5.01089], [0.09302, -4.27055, 5.54642], [1.96794, -3.10010, 4.43949], [1.52568, -1.33080, 2.79710]],
  "forces_ev_per_a": [[0.1, 0.3, -0.2], [0.0, 0.0, 0.0], [0.0, 0.0, 0.0], [-0.1, 0.0, -0.1], [-0.3, 0.2, 0.2], [0.4, 0.0, -0.4], [0.0, 0.2, 0.4], [0.0, 0.0, -0.1], [0.0, 0.0, 0.0], [0.0, -0.1, 0.0], [0.0, 0.0, 0.0], [-0.1, -0.1, 0.0], [0.1, -0.1, 0.1], [-0.2, 0.0, -0.2], [0.1, 0.1, 0.0], [-0.1, 0.0, 0.0], [0.0, -0.1, 0.0], [0.0, 0.0, 0.0], [-0.1, -0.1, 0.3], [0.1, 0.2, -0.3], [-0.2, -0.3, -0.2], [-0.1, 0.0, 0.0], [0.0, -0.1, 0.0], [0.0, 0.0, 0.0], [0.1, 0.0, 0.1], [-0.1, 0.0, -0.1], [0.3, 0.0, 0.1], [0.0, 0.0, 0.0], [0.0, 0.0, 0.0], [0.0, 0.0, 0.0], [0.0, 0.0, 0.0], [0.0, 0.0, 0.0], [0.0, 0.0, 0.0], [0.0, 0.0, 0.0], [0.0, 0.0, 0.0], [0.0, 0.0, 0.0], [0.0, 0.0, 0.0], [0.0, 0.0, 0.0], [0.2, 0.0, 0.0], [0.0, 0.0, 0.0], [0.0, 0.0, 0.0], [0.0, 0.0, 0.0], [0.0, 0.0, 0.2], [-0.1, 0.0, 0.0], [0.0, 0.0, 0.0], [0.0, 0.0, 0.0], [0.0, 0.0, 0.0], [0.1, 0.0, -0.1], [-0.1, 0.0, 0.0], [0.0, -0.1, 0.0], [0.0, 0.0, 0.0], [0.0, 0.0, 0.0], [0.0, 0.0, 0.0], [0.1, 0.0, 0.0], [0.0, 0.0, 0.0], [0.0, 0.0, 0.0], [0.0, 0.0, 0.0], [0.0, 0.0, 0.0], [0.0, 0.0, 0.0], [0.0, 0.0, 0.0], [0.0, 0.0, 0.0], [0.0, 0.0, 0.0], [0.0, 0.0, 0.0], [0.0, 0.0, 0.0], [0.0, 0.0, 0.0], [0.0, 0.0, 0.0], [0.0, 0.0, 0.0], [0.0, 0.0, 0.0], [0.0, 0.0, 0.0], [0.0, 0.0, 0.0], [0.0, 0.0, 0.0], [0.0, 0.0, 0.0], [0.0, 0.0, 0.0], [-0.1, 0.1, 0.1], [0.1, -0.2, -0.1], [0.0, 0.1, 0.0], [0.0, 0.1, 0.1], [0.2, 0.1, -0.2], [-0.1, 0.0, -0.1], [0.1, 0.2, 0.0], [0.0, 0.0, 0.0], [-0.1, 0.1, 0.1], [0.0, 0.0, 0.0], [0.0, 0.0, 0.0], [0.0, 0.0, 0.0], [-0.1, -0.1, 0.0], [-0.4, -0.6, 0.4], [-0.1, 0.0, 0.1], [0.1, -0.1, 0.0], [0.0, 0.0, 0.0], [0.0, 0.0, 0.0], [0.0, 0.0, 0.0], [0.0, 0.0, 0.0], [0.1, 0.0, -0.1], [0.0, 0.0, 0.0], [0.0, 0.0, 0.0], [0.0, 0.0, 0.0], [0.0, 0.0, 0.0]],
  "mulliken_charge": [-0.713, -0.189, -0.068, -0.969, -0.182, 1.491, -0.773, -0.868, 0.702, -0.794, -0.827, -0.914, -0.417, 1.106, 0.282, -0.511, 0.037, -0.181, -0.320, -0.076, -0.357, -0.008, -0.488, -0.969, -1.199, -0.427, 1.139, 0.641, 0.657, 0.459, 0.569, 0.346, 0.542, 0.675, 0.493, 0.559, 0.574, -1.252, 0.874, -1.234, -1.013, 0.586, 0.703, -0.252, -0.716, -0.646, -0.798, -0.024, 0.505, -0.465, -0.809, -0.682, -0.961, -0.025, 0.430, 0.416, 0.334, 0.453, 0.319, 0.381, 0.525, 0.192, 0.293, 0.335, 0.468, 0.426, 0.470, 0.342, 0.413, 0.454, 0.412, 0.470, 0.215, -0.586, 0.261, -0.237, -0.649, 0.382, -0.172, 0.124, 0.347, 0.277, 0.310, 0.464, 0.489, 0.216, 1.812, -0.409, -0.400, -1.596, -0.808, -0.885, 0.008, 1.147, 0.497, 0.461, 0.536, 0.253],
  "max_force_ev_per_a": 0.771,
  "mol_weight_da": 1031.04,
  "charge": 2,
  "multiplicity": 2,
  "homo_energy_ev": [-12.30, -12.34],
  "homo_lumo_gap_ha": [0.243, 0.225],
  "energy_ev": -210411.320,
  "relative_energy_kj_mol": 53.7
}

=====

Entry 2:
{
  "formula": "C44H41IrN3O3S3",
  "method": "the ωB97M-V functional and the def2-TZVPD basis",
  "symbols": ["Ir", "O", "C", "C", "C", "C", "C", "C", "N", "H", "H", "H", "H", "H", "H", "H", "C", "C", "C", "C", "C", "C", "C", "S", "O", "C", "C", "C", "C", "C", "C", "C", "C", "C", "C", "C", "C", "C", "C", "C", "C", "C", "C", "C", "C", "S", "O", "C", "C", "C", "C", "C", "C", "C", "H", "H", "H", "H", "H", "H", "H", "H", "H", "H", "H", "H", "H", "H", "H", "H", "H", "H", "H", "H", "H", "H", "H", "H", "H", "H", "C", "N", "C", "C", "N", "C", "S", "H", "H", "H", "H", "H", "H", "H", "H"],
  "coordinates": [[0.07808, 0.69658, -0.24349], [2.13830, 1.00794, -0.12267], [2.48766, 2.33229, -0.62442], [1.32034, 3.26222, -0.40741], [1.49609, 4.63116, -0.40883], [0.38747, 5.45229, -0.25561], [-0.86366, 4.87900, -0.08579], [-0.97393, 3.50346, -0.08003], [0.09669, 2.71412, -0.25270], [2.68892, 0.31207, -0.51180], [2.72696, 2.26264, -1.68745], [3.36523, 2.68650, -0.08640], [2.48572, 5.05013, -0.53488], [0.50305, 6.52790, -0.26284], [-1.74738, 5.48740, 0.04260], [-1.91636, 2.99000, 0.05139], [-8.25477, 1.75203, 0.98727], [-6.89371, 1.22938, 0.63877], [-6.47088, -0.01833, 1.09160], [-5.22359, -0.51643, 0.75201], [-4.39836, 0.24495, -0.06723], [-4.78684, 1.49948, -0.52848], [-6.02806, 1.98141, -0.16398], [-2.87952, -0.51616, -0.49868], [-1.89186, 0.71190, -0.68062], [-3.10514, -1.08322, -2.15745], [-3.46988, -0.17474, -3.17817], [-3.60242, -0.63577, -4.45047], [-3.37799, -2.00320, -4.76146], [-3.50878, -2.48257, -6.08454], [-3.27153, -3.79700, -6.37091], [-2.89039, -4.69370, -5.34951], [-2.76012, -4.26265, -4.06025], [-3.00696, -2.90559, -3.73233], [-2.87187, -2.41815, -2.40059], [-2.45532, -3.33679, -1.30066], [-3.40207, -4.22382, -0.71158], [-4.74657, -4.28944, -1.15691], [-5.62562, -5.15235, -0.56705], [-5.21058, -5.98622, 0.49357], [-3.92425, -5.93561, 0.95004], [-2.99020, -5.05145, 0.36370], [-1.65706, -4.96769, 0.84516], [-0.75892, -4.11632, 0.28194], [-1.17110, -3.31443, -0.80758], [-0.05945, -2.15711, -1.54347], [0.49092, -1.35059, -0.30553], [1.30210, -3.09154, -2.13146], [2.25119, -3.68064, -1.29933], [3.26744, -4.42068, -1.87140], [3.34923, -4.59574, -3.25718], [4.43632, -5.43129, -3.86304], [2.38923, -3.98829, -4.06550], [1.36949, -3.23110, -3.51496], [-8.60734, 1.34449, 1.93274], [-8.97163, 1.46396, 0.21536], [-8.25967, 2.83875, 1.05018], [-7.12147, -0.60397, 1.72821], [-4.90022, -1.48471, 1.11658], [-4.12853, 2.09424, -1.14772], [-6.34270, 2.95824, -0.50913], [-3.64262, 0.86694, -2.94896], [-3.88869, 0.03908, -5.24732], [-3.80480, -1.79324, -6.86494], [-3.37739, -4.15864, -7.38476], [-2.70809, -5.73164, -5.59336], [-2.47987, -4.95966, -3.28091], [-5.07151, -3.66105, -1.97610], [-6.64771, -5.20577, -0.91707], [-5.91904, -6.66890, 0.94289], [-3.60291, -6.57251, 1.76424], [-1.36372, -5.59584, 1.67682], [0.24705, -4.04391, 0.66770], [2.20821, -3.55693, -0.22602], [4.01149, -4.88303, -1.23533], [5.24612, -5.60844, -3.15871], [4.84476, -4.95675, -4.75453], [4.03776, -6.40156, -4.16589], [2.44318, -4.10841, -5.14008], [0.62355, -2.76799, -4.15060], [2.17182, -1.04981, 2.54514], [1.98735, 0.30772, 3.03256], [2.91550, 0.89171, 4.02169], [2.22229, 2.20866, 4.42924], [1.02049, 2.19123, 3.58027], [0.93688, 1.07996, 2.86596], [-0.50774, 0.68814, 1.94003], [3.20794, -1.17259, 2.23291], [1.50600, -1.24022, 1.70788], [1.95745, -1.76199, 3.34297], [3.89384, 1.04683, 3.56908], [3.02790, 0.20134, 4.85718], [2.82782, 3.08390, 4.20520], [1.94752, 2.23180, 5.48144], [0.25608, 2.84339, 3.65209]],
  "forces_ev_per_a": [[0.0, -0.3, -0.3], [0.0, 0.1, 0.2], [0.0, 0.0, -0.1], [0.0, 0.0, 0.0], [0.0, 0.0, 0.0], [0.0, 0.0, 0.0], [0.0, 0.0, 0.0], [0.0, 0.0, 0.0], [0.1, 0.1, 0.0], [0.0, 0.0, 0.0], [0.0, 0.0, 0.0], [0.0, 0.0, 0.0], [0.0, 0.0, 0.0], [0.0, 0.0, 0.0], [0.0, 0.0, 0.0], [0.0, 0.0, 0.0], [0.0, 0.0, 0.0], [0.0, 0.0, 0.0], [0.0, 0.0, 0.0], [0.0, 0.0, 0.0], [0.0, 0.0, 0.0], [0.0, 0.0, 0.0], [0.0, 0.0, 0.0], [0.0, 0.0, 0.0], [0.0, 0.0, 0.0], [0.0, 0.0, 0.0], [0.0, 0.0, 0.0], [0.0, 0.0, 0.0], [0.0, 0.0, 0.0], [0.0, 0.0, 0.0], [0.0, 0.0, 0.0], [0.0, 0.0, 0.0], [0.0, 0.0, 0.0], [0.0, 0.0, 0.0], [0.0, 0.0, 0.0], [0.0, 0.0, 0.0], [0.0, 0.0, 0.0], [0.0, 0.0, 0.0], [0.0, 0.0, 0.0], [0.0, 0.0, 0.0], [0.0, 0.0, 0.0], [0.0, 0.0, 0.0], [0.0, 0.0, 0.0], [0.0, 0.0, 0.0], [0.0, 0.0, 0.0], [-0.1, -0.1, 0.0], [-0.2, 0.2, -0.1], [0.1, 0.0, 0.1], [0.0, 0.0, 0.0], [0.0, 0.0, 0.0], [0.0, 0.0, 0.0], [0.0, 0.0, 0.0], [0.0, 0.0, 0.0], [0.0, 0.0, 0.0], [0.0, 0.0, 0.0], [0.0, 0.0, 0.0], [0.0, 0.0, 0.0], [0.0, 0.0, 0.0], [0.0, 0.0, 0.0], [0.0, 0.0, 0.0], [0.0, 0.0, 0.0], [0.0, 0.0, 0.0], [0.0, 0.0, 0.0], [0.0, 0.0, 0.0], [0.0, 0.0, 0.0], [0.0, 0.0, 0.0], [0.0, 0.0, 0.0], [0.0, 0.0, 0.0], [0.0, 0.0, 0.0], [0.0, 0.0, 0.0], [0.0, 0.0, 0.0], [0.0, 0.0, 0.0], [0.0, 0.0, 0.0], [0.0, 0.0, 0.0], [0.0, 0.0, 0.0], [0.0, 0.0, 0.0], [0.0, 0.0, 0.0], [0.0, 0.0, 0.0], [0.0, 0.0, 0.0], [0.0, 0.0, 0.0], [0.0, 0.0, 0.0], [0.0, 0.0, 0.0], [0.0, 0.0, 0.0], [0.0, 0.0, 0.0], [0.0, 0.0, 0.0], [0.0, -0.1, 0.0], [0.1, 0.0, 0.2], [0.0, 0.0, 0.0], [0.0, 0.0, 0.0], [0.0, 0.0, 0.0], [0.0, 0.0, 0.0], [0.0, 0.0, 0.0], [0.0, 0.0, 0.0], [0.0, 0.0, 0.0], [0.0, 0.0, 0.0]],
  "mulliken_charge": [1.294, -0.558, -0.547, 0.720, -0.951, -0.404, -0.889, -0.285, 0.092, 0.288, 0.387, 0.469, 0.510, 0.476, 0.475, 0.641, -1.517, 0.869, -0.957, -0.424, 0.677, -0.586, -1.016, 0.555, -0.246, 1.442, -0.883, -1.328, 0.549, -1.015, -0.667, -0.980, -0.781, 0.825, 0.052, 0.041, 0.855, -0.734, -0.984, -0.677, -1.017, 0.560, -1.277, -0.914, 1.560, 0.698, -0.027, 0.460, -0.687, -0.862, 0.904, -1.518, -0.907, -0.355, 0.399, 0.306, 0.397, 0.413, 0.585, 0.333, 0.429, 0.312, 0.470, 0.484, 0.445, 0.485, 0.582, 0.588, 0.485, 0.443, 0.488, 0.483, 0.241, 0.246, 0.398, 0.371, 0.402, 0.327, 0.431, 0.554, -0.315, 0.264, -0.561, -0.552, -0.078, 0.246, -0.437, 0.371, -0.417, 0.399, 0.330, 0.342, 0.307, 0.342, 0.252],
  "max_force_ev_per_a": 0.423,
  "mol_weight_da": 948.25,
  "charge": 3,
  "multiplicity": 1,
  "homo_energy_ev": -14.81,
  "homo_lumo_gap_ha": 0.207,
  "energy_ev": -92228.377,
  "relative_energy_kj_mol": 0.0
}